146
Properties=species:S:1:pos:R:3:lowdin_charge:R:1 method="wB97M-V/def2-TZVPD" orbital_gap_ev=8.176 charge=+1 e_tot_ev=-188684.948 e_homo_ev=-12.2 lumo_energy_ha=-0.1485 largest_force_ha_per_bohr=0.0325
C 0.257 -1.173 -0.029 -0.07
C -0.648 -0.955 -1.270 -0.10
B -0.394 0.466 -1.852 -0.53
O -0.103 0.715 -3.161 0.14
N -0.379 1.661 -0.929 0.17
C -1.094 1.794 0.199 -0.31
N -2.076 0.997 0.655 0.25
N -0.752 2.946 0.922 0.01
C 0.447 2.428 1.678 0.01
C -0.543 3.896 -0.191 -0.28
C 0.061 5.265 0.093 -0.09
C 1.545 5.375 0.365 -0.78
O 2.200 4.697 1.083 0.06
Cl 2.283 6.731 -0.504 0.74
C -0.064 3.025 -1.405 -0.57
Br -1.285 3.553 -2.873 0.95
C 1.345 3.173 -1.981 -0.22
O 2.189 2.292 -1.274 -0.18
C 3.544 2.732 -1.172 -0.04
H 0.353 -2.222 0.244 0.09
H -0.134 -0.654 0.850 0.05
H 1.243 -0.742 -0.217 0.07
H -1.692 -1.054 -0.951 0.10
H -0.460 -1.736 -2.008 0.11
H 0.740 0.340 -3.445 0.14
H -1.962 0.032 0.914 0.12
H -2.956 1.445 0.864 0.15
H 1.358 2.558 1.099 0.08
H 0.516 2.936 2.636 0.09
H 0.325 1.363 1.887 0.09
H -1.563 4.155 -0.474 0.10
H -0.463 5.687 0.956 0.15
H -0.184 5.905 -0.755 0.11
H 1.675 4.216 -1.931 0.12
H 1.321 2.892 -3.037 0.11
H 3.993 2.841 -2.163 0.10
H 3.609 3.682 -0.636 0.08
H 4.077 1.976 -0.598 0.09
C 3.305 3.674 4.473 -0.03
O 3.284 2.683 5.505 0.02
C 2.328 1.769 5.397 -0.62
O 1.503 1.713 4.512 0.08
O 2.433 0.929 6.413 0.02
C 1.468 -0.131 6.435 -0.02
H 4.134 4.331 4.716 0.10
H 3.473 3.215 3.500 0.08
H 2.373 4.237 4.464 0.10
H 1.561 -0.751 5.546 0.10
H 0.460 0.273 6.503 0.10
H 1.697 -0.716 7.319 0.09
C -7.822 -1.520 -3.340 -0.01
O -7.242 -0.294 -2.864 0.02
C -5.925 -0.236 -2.937 -0.61
O -5.181 -1.092 -3.345 0.11
O -5.522 0.955 -2.470 0.02
C -4.108 1.113 -2.504 -0.06
H -8.893 -1.401 -3.218 0.10
H -7.578 -1.674 -4.388 0.10
H -7.470 -2.362 -2.748 0.09
H -3.729 1.049 -3.523 0.10
H -3.630 0.345 -1.891 0.08
H -3.895 2.099 -2.099 0.07
C -3.541 9.816 -3.634 -0.03
O -2.216 10.300 -3.387 0.01
C -1.611 9.755 -2.340 -0.63
O -2.071 8.906 -1.616 0.11
O -0.397 10.293 -2.225 0.01
C 0.340 9.811 -1.101 -0.05
H -3.891 10.354 -4.508 0.10
H -3.526 8.746 -3.833 0.10
H -4.187 10.023 -2.783 0.10
H 0.468 8.734 -1.168 0.04
H -0.166 10.063 -0.171 0.10
H 1.309 10.301 -1.136 0.10
C -0.989 -4.102 -4.847 -0.03
O -0.017 -4.446 -3.853 -0.01
C 0.189 -5.762 -3.731 -0.63
O -0.362 -6.617 -4.368 0.14
O 1.105 -5.952 -2.784 0.00
C 1.425 -7.331 -2.547 -0.03
H -1.063 -3.018 -4.833 0.09
H -0.678 -4.434 -5.835 0.10
H -1.957 -4.536 -4.604 0.08
H 1.829 -7.788 -3.448 0.10
H 0.542 -7.877 -2.222 0.10
H 2.174 -7.326 -1.761 0.09
C -6.393 -8.617 -2.647 -0.03
O -6.293 -7.473 -3.504 0.01
C -5.669 -6.432 -2.963 -0.62
O -5.206 -6.382 -1.852 0.12
O -5.643 -5.445 -3.859 0.01
C -4.992 -4.258 -3.399 -0.05
H -6.919 -9.370 -3.225 0.09
H -5.402 -8.977 -2.376 0.10
H -6.954 -8.373 -1.748 0.10
H -3.953 -4.466 -3.146 0.09
H -5.501 -3.853 -2.526 0.09
H -5.042 -3.543 -4.212 0.09
C 3.602 0.165 2.138 -0.02
O 4.868 0.630 1.664 0.00
C 5.567 -0.309 1.020 -0.63
O 5.172 -1.428 0.804 0.10
O 6.748 0.188 0.686 0.01
C 7.614 -0.730 0.003 -0.02
H 3.123 0.998 2.647 0.07
H 2.973 -0.146 1.304 0.08
H 3.731 -0.657 2.840 0.10
H 7.161 -1.060 -0.929 0.10
H 7.829 -1.590 0.633 0.10
H 8.526 -0.177 -0.197 0.10
C -4.479 1.003 -8.900 -0.03
O -3.152 0.686 -8.458 0.01
C -2.674 1.496 -7.524 -0.62
O -3.246 2.434 -7.031 0.12
O -1.440 1.092 -7.205 0.01
C -0.809 1.908 -6.219 -0.06
H -4.721 0.260 -9.653 0.10
H -5.181 0.941 -8.071 0.10
H -4.508 2.000 -9.333 0.10
H -1.390 1.912 -5.300 0.04
H -0.685 2.928 -6.580 0.10
H 0.165 1.464 -6.035 0.09
C 5.676 -3.040 8.037 -0.03
O 5.719 -2.392 6.762 0.00
C 5.746 -3.226 5.724 -0.63
O 5.745 -4.428 5.780 0.13
O 5.758 -2.498 4.608 0.00
C 5.821 -3.255 3.391 -0.02
H 5.665 -2.253 8.785 0.09
H 4.774 -3.644 8.129 0.09
H 6.552 -3.667 8.184 0.10
H 4.970 -3.929 3.312 0.10
H 6.745 -3.829 3.342 0.10
H 5.773 -2.511 2.603 0.06
C -0.280 -2.511 10.394 -0.03
O 0.751 -3.453 10.080 0.01
C 0.686 -3.953 8.848 -0.63
O -0.134 -3.667 8.013 0.11
O 1.689 -4.815 8.695 0.00
C 1.738 -5.444 7.410 -0.03
H -0.092 -2.202 11.417 0.10
H -0.229 -1.651 9.728 0.09
H -1.260 -2.976 10.317 0.10
H 1.863 -4.702 6.624 0.09
H 0.835 -6.025 7.233 0.10
H 2.601 -6.102 7.425 0.10

=====

19
Properties=species:S:1:pos:R:3:lowdin_charge:R:1 method="wB97M-V/def2-TZVPD" orbital_gap_ev=10.189 charge=0 e_tot_ev=-8462.853 de_lowest_kcal_mol=34.6 e_homo_ev=-9.2 lumo_energy_ha=0.0365 largest_force_ha_per_bohr=0.0129
C 2.549 0.196 0.158 -0.06
C 1.747 1.420 0.495 -0.30
O 0.686 1.425 1.073 0.03
C -0.891 -1.316 0.429 -0.21
C -1.527 -0.853 1.503 -0.01
C -0.871 -0.723 -0.955 -0.28
C -1.657 0.568 -1.131 -0.12
H 1.914 -0.690 0.213 0.06
H 3.402 0.060 0.836 0.09
H 2.958 0.295 -0.851 0.08
H 0.192 -0.565 -1.241 0.09
H 2.188 2.393 0.201 0.11
H -0.295 -2.226 0.520 0.09
H -2.119 0.057 1.494 0.06
H -1.450 -1.294 2.497 0.05
H -1.198 -1.460 -1.709 0.11
H -1.610 0.934 -2.162 0.07
H -2.712 0.407 -0.895 0.07
H -1.305 1.372 -0.475 0.06

=====

22
Properties=species:S:1:pos:R:3:lowdin_charge:R:1 method="wB97M-V/def2-TZVPD" orbital_gap_ev=6.982 charge=0 e_tot_ev=-10539.036 de_lowest_kcal_mol=128.7 e_homo_ev=-7.0 lumo_energy_ha=-0.0015 largest_force_ha_per_bohr=0.1307
C -3.225 0.024 -0.249 -0.09
C -2.032 -0.691 0.353 -0.15
C 2.754 0.313 0.840 -0.06
C 1.375 0.522 0.969 -0.25
C 0.288 -0.248 1.365 -0.12
C -1.027 0.231 0.934 -0.12
H -3.986 -0.658 -0.610 0.07
H -3.617 0.634 0.581 0.09
H -2.959 0.671 -1.064 0.06
H -1.977 -0.323 1.452 0.11
H -1.797 -1.747 0.172 0.14
H 3.324 1.187 0.599 0.04
H 3.309 -0.510 1.300 0.06
H 1.073 1.496 0.650 0.10
H 0.367 -1.167 1.912 0.10
H -0.980 1.300 0.750 0.13
H 2.217 -0.431 -0.643 0.02
H 1.816 -1.915 -1.230 0.05
O 1.877 -0.979 -1.489 -0.15
H 0.255 1.345 -2.391 0.05
H 0.425 0.141 -1.483 -0.03
O -0.161 0.863 -1.669 -0.05

=====

60
Properties=species:S:1:pos:R:3:lowdin_charge:R:1 method="wB97M-V/def2-TZVPD" orbital_gap_ev=9.489 charge=0 e_tot_ev=-50734.819 e_homo_ev=-9.4 lumo_energy_ha=0.0044 largest_force_ha_per_bohr=0.0288
C 3.657 -3.725 -0.745 -0.09
O 2.437 -3.092 -1.117 -0.17
C 2.348 -2.632 -2.442 -0.24
C 1.550 -1.343 -2.446 -0.18
C 2.343 -0.194 -1.858 -0.17
C 1.528 1.097 -1.627 -0.04
B 0.139 1.139 -2.342 -0.52
O -0.057 1.107 -3.728 0.27
B -1.098 0.287 -4.037 -1.04
Cl -0.928 -0.903 -5.337 0.78
O -2.270 0.309 -3.333 0.25
B -1.972 0.312 -1.968 -0.54
C -2.625 -0.623 -0.902 0.09
B -3.637 -1.724 -1.420 -0.67
O -4.265 -1.737 -2.634 0.18
O -3.905 -2.763 -0.591 0.17
O -1.016 1.237 -1.564 0.26
H 4.451 -3.592 -1.479 0.08
H 3.501 -4.791 -0.606 0.09
H 3.986 -3.282 0.179 0.06
H 1.814 -3.348 -3.070 0.12
H 3.320 -2.435 -2.895 0.12
H 0.626 -1.548 -1.902 0.13
H 1.357 -1.117 -3.488 0.10
H 3.176 0.025 -2.520 0.12
H 2.786 -0.508 -0.920 0.11
H 1.349 1.230 -0.566 0.11
H 2.082 1.977 -1.947 0.12
H -1.844 -1.143 -0.354 0.12
H -3.119 0.022 -0.176 0.12
H -4.400 -0.851 -3.000 0.11
H -4.398 -3.453 -1.066 0.12
O 3.131 -4.126 2.160 0.10
C 2.434 -3.378 2.790 -0.51
O 2.613 -2.051 2.640 0.00
C 1.728 -1.070 3.188 -0.24
C 2.078 -0.731 4.622 -0.06
C 1.424 -3.887 3.792 0.02
H 0.690 -1.383 3.077 0.11
H 1.858 -0.190 2.560 0.12
H 1.972 -1.596 5.277 0.07
H 1.429 0.063 4.994 0.08
H 3.113 -0.397 4.688 0.08
H 1.932 -4.066 4.739 0.10
H 1.026 -4.828 3.422 0.09
H 0.582 -3.218 3.957 0.07
O -1.614 4.948 3.388 0.10
C -2.084 4.822 2.291 -0.53
O -1.388 4.148 1.355 0.00
C -1.927 3.783 0.079 -0.23
C -1.786 4.902 -0.933 -0.05
C -3.400 5.468 1.917 0.01
H -2.960 3.444 0.179 0.12
H -1.344 2.923 -0.244 0.10
H -2.346 5.789 -0.637 0.07
H -2.146 4.578 -1.910 0.08
H -0.739 5.194 -1.025 0.09
H -3.212 6.499 1.621 0.09
H -4.040 5.465 2.795 0.09
H -3.937 4.958 1.120 0.07

=====

10
Properties=species:S:1:pos:R:3:lowdin_charge:R:1 method="wB97M-V/def2-TZVPD" orbital_gap_ev=10.408 charge=0 e_tot_ev=-10683.501 de_lowest_kcal_mol=114.3 e_homo_ev=-9.7 lumo_energy_ha=0.0251 largest_force_ha_per_bohr=0.0165
N -1.725 -0.057 -0.114 0.16
C -0.525 -0.478 0.353 -0.59
N -0.079 -1.257 1.245 0.25
O 0.595 -1.193 -0.187 -0.02
C 1.618 0.258 -0.257 -0.43
O 2.748 0.048 -0.515 0.16
N 0.622 1.029 -0.010 0.14
H -1.682 0.527 -0.935 0.10
H -2.448 -0.764 -0.115 0.11
H 0.818 1.996 0.219 0.11